Here is the ion C9H10N5 with charge +1 from the Open Molecules 2025 dataset. Energies are from ωB97M-V/def2-TZVPD.

The geometry in XYZ format:
```
24
Properties=species:S:1:pos:R:3:forces:R:3:lowdin_charge:R:1
C 1.9285 -1.1188 2.7887 1.4 2.1 1.2 -0.04
C 0.9184 -1.7688 2.1570 0.8 -4.2 0.7 -0.08
C 2.0292 0.2398 2.5343 -0.4 2.5 0.0 -0.03
C 0.1859 -1.2889 1.1574 -0.6 1.8 -3.3 -0.02
C 1.2236 0.8273 1.5141 1.1 1.7 0.7 -0.01
C -2.4652 1.1768 -3.9316 -1.7 -0.4 0.6 -0.17
C -2.4238 -0.7518 -3.1576 -0.5 -0.3 1.3 -0.12
C 0.3858 0.0406 0.7444 0.3 -0.6 1.3 -0.17
C -0.2141 0.5402 -0.4522 -0.5 2.5 -2.6 -0.19
N -2.9569 -0.0775 -4.1361 1.1 -0.5 0.1 0.12
N -1.8159 1.3414 -2.8091 0.7 -0.5 0.9 0.11
N -1.7911 0.0497 -2.2708 0.5 3.0 -1.8 -0.07
N -1.1073 -0.2095 -1.1014 0.1 0.6 -0.4 0.17
N 0.1354 1.7449 -0.9520 3.4 -2.0 4.8 0.24
H 2.6715 -1.5431 3.4888 -0.9 -0.2 -0.4 0.14
H 0.8955 -2.8503 2.2789 -0.3 0.1 0.3 0.13
H 2.6242 0.9890 3.1556 -0.5 -1.5 -1.0 0.14
H -0.2973 -1.8969 0.3811 0.0 -0.5 1.3 0.13
H 1.2990 1.9686 1.3296 0.0 -2.1 0.5 0.14
H -2.9215 1.9562 -4.5110 0.7 0.6 -0.2 0.12
H -2.5967 -1.7302 -2.8069 -0.3 -1.3 -0.5 0.12
H -1.3244 -1.0805 -0.7104 -0.6 -1.1 0.5 0.13
H 0.9182 2.2421 -0.4402 -1.5 -1.0 -1.1 0.15
H -0.2967 2.2256 -1.6392 -2.1 1.3 -2.9 0.05
```
Positions in Å, forces in eV/Å.

Summary:
largest force on an atom: 0.121 hartree/bohr
frontier orbital gap: 9.010 eV
charge: +1
SMILES: [NH2+]=C(Nn1cncn1)c1ccccc1
energy above the lowest of the compared OMol25 structures with the same formula, charge and spin: 11.0 kcal/mol


Here is the ion C9H10NO3S with charge -1 from the Open Molecules 2025 dataset. Energies are from ωB97M-V/def2-TZVPD.

The geometry in XYZ format:
```
24
Properties=species:S:1:pos:R:3:forces:R:3:lowdin_charge:R:1
C 2.7678 -1.0542 -0.9702 1.2 0.3 0.4 -0.33
C 1.5919 -1.6765 -1.2072 0.0 3.0 2.3 -0.48
C 0.9494 0.1947 -0.2514 -4.5 3.4 1.9 -0.48
C 0.6078 2.7396 0.6529 -0.5 -0.3 0.3 -0.68
C -2.4388 0.7478 0.8603 0.1 1.1 1.4 -0.19
C -1.5691 1.4108 -0.1355 0.8 0.3 -2.3 -0.14
C -1.4806 -0.0202 1.7432 -0.6 -0.2 0.0 -0.22
C -0.1815 1.3790 0.5750 2.1 -0.8 -2.1 -0.23
C 1.1536 -2.9657 -1.5898 -0.2 -4.0 -2.2 -0.11
N 0.4589 -0.8971 -0.7381 2.2 0.1 -0.5 0.07
O 1.8293 2.5591 0.7313 1.6 -0.1 0.2 -0.17
O 0.0318 3.8273 0.6600 -1.1 0.0 -0.1 -0.02
O -0.3670 0.8087 1.8640 0.6 0.8 -0.6 -0.06
S 2.5872 0.5769 -0.2316 0.3 -2.0 -0.8 1.06
H 3.8054 -1.4291 -0.9638 -0.8 -0.1 -0.6 0.05
H -3.0081 1.5719 1.3506 0.3 -1.0 0.3 0.13
H -3.0526 0.0786 0.3967 -2.3 -1.7 -1.1 0.07
H -1.5012 0.8834 -1.1504 0.0 0.3 1.5 0.13
H -2.0811 2.3745 -0.3881 1.5 -0.2 0.4 0.12
H -1.8801 -0.1728 2.7331 -0.1 -0.3 0.4 0.11
H -1.2185 -0.9785 1.2503 -0.1 0.3 0.3 0.12
H 1.9126 -3.8259 -1.7834 -0.9 1.7 0.6 0.10
H 0.4274 -3.3047 -0.8104 0.4 0.0 -1.0 0.08
H 0.6554 -2.8275 -2.5975 0.0 -0.5 1.1 0.09
```
Positions in Å, forces in eV/Å.

Summary:
largest force on an atom: 0.115 hartree/bohr
frontier orbital gap: 7.957 eV
charge: -1
SMILES: Cc1csc([C@@]2(C(=O)[O-])CCCO2)n1
energy above the lowest of the compared OMol25 structures with the same formula, charge and spin: 14.1 kcal/mol


Q: Look up the charge of the second one.
A: -1